Entry 1:
DFT (wB97M-V/def2-TZVPD) results for a 2-piece molecular cluster, C5H8N5O2 overall at a distorted geometry.

The HOMO-LUMO gap (alpha / beta) comes out at 6.659 / 5.868 eV. As for the total charge: +1. The value obtained for the highest occupied orbital energy (alpha / beta) is -9.81 / -12.86 eV. As for the multiplicity: 3. Its expectation value of S² is 2.010. The maximum force comes out at 7.51 eV/A. Its energy relative to the best compared isomer or geometry (same formula, charge and spin) is 1.995 eV. The value obtained for the LUMO energy (alpha / beta) is -3.15 / -6.99 eV.

XYZ file:
```
20
C5H8N5O2 wB97M-V/def2-TZVPD
C 3.98 0.20 0.73
C 2.80 -0.30 1.17
C 3.02 -0.54 -1.02
C -1.51 0.16 -0.61
C 0.99 -1.40 0.00
N 4.09 0.04 -0.62
N 0.24 -2.28 -0.16
N 2.16 -0.79 0.04
N -1.59 1.40 -0.19
N -2.38 -0.77 -0.32
O -0.83 -2.83 -0.31
O -3.37 -0.46 0.59
H 4.77 0.67 1.29
H 2.36 -0.38 2.15
H 2.79 -0.82 -2.03
H -0.73 -0.11 -1.32
H -0.96 2.11 -0.51
H -2.35 1.66 0.42
H -2.08 -1.78 -0.41
H -4.16 -0.98 0.38
```

Entry 2:
DFT (wB97M-V/def2-TZVPD) results for C7H8N2NdO5 as an isolated structure at a distorted geometry.

The HOMO-LUMO gap (alpha / beta) comes out at 3.909 / 4.921 eV. As for the total charge: +3. The value obtained for the highest occupied orbital energy (alpha / beta) is -18.38 / -18.42 eV. As for the multiplicity: 4. Its expectation value of S² is 3.757. The maximum force comes out at 8.28 eV/A. The value obtained for the LUMO energy (alpha / beta) is -14.47 / -13.50 eV.

XYZ file:
```
23
C7H8N2NdO5 wB97M-V/def2-TZVPD
Nd 0.00 0.00 0.31
O -0.01 3.64 -0.60
C 0.00 2.53 -0.27
C 0.00 -2.52 -0.27
O 0.01 -3.64 -0.60
C 2.48 0.00 -0.58
O 3.58 0.01 -0.97
C -2.48 0.00 -0.58
O -3.58 -0.01 -0.96
C 0.00 0.65 -4.58
H -0.97 1.18 -4.45
H 0.97 1.19 -4.45
C 0.00 -0.65 -4.58
H 0.97 -1.18 -4.45
H -0.97 -1.19 -4.45
N 1.24 0.03 4.17
C 0.01 0.00 3.66
N -1.25 -0.03 4.18
O 0.00 0.00 2.38
H 1.67 0.04 5.12
H 1.92 0.04 3.43
H -1.92 -0.04 3.42
H -1.66 -0.04 5.11
```